Record 1
The following is a quantum chemistry calculation of a 8-piece molecular cluster, C27H71ClN5O11 overall at a distorted geometry, from the Open Molecules 2025 dataset.

Structure (XYZ):
```
115
Properties=species:S:1:pos:R:3:forces:R:3
Cl -0.9036 -0.3501 0.8643 3.0 3.0 -0.9
O -1.3712 -1.3079 -0.0506 -1.7 -2.5 -0.4
O -0.5290 0.7816 0.0415 -0.1 1.0 -0.1
O -1.8284 0.0986 1.8448 -1.4 -0.5 0.7
O 0.3026 -0.7955 1.5048 0.2 -0.9 0.7
C -3.5215 5.5372 -1.2567 -0.1 -0.8 0.9
C -4.4691 5.1879 -2.3947 0.2 0.9 -1.9
C -5.0270 6.6184 -2.9104 -0.1 -1.4 2.2
C -4.0906 7.3983 -3.7373 -0.1 0.0 -1.8
C -3.6491 6.5568 -4.9290 0.5 0.1 0.1
C -2.9299 5.2328 -4.5458 -0.9 -0.3 0.3
N -3.7531 4.4783 -3.5373 -1.5 2.4 -0.6
O -3.4427 3.1408 -3.3452 0.2 0.2 0.1
C -2.8437 4.3591 -5.8005 -0.1 0.6 -0.4
C -1.5403 5.6109 -4.0959 1.9 -1.3 0.9
C -5.6685 4.3238 -1.9603 -0.1 -0.1 0.2
H -3.2110 4.6242 -0.7488 -0.1 -0.1 0.3
H -4.0794 6.1590 -0.5565 0.2 -0.1 0.3
H -2.5782 6.0304 -1.4915 -0.4 0.2 -0.4
H -6.0286 6.5341 -3.3320 0.2 -0.2 -0.5
H -5.1813 7.1715 -1.9839 -0.3 0.0 0.2
H -3.1985 7.8336 -3.2870 0.0 -0.4 0.7
H -4.6026 8.2702 -4.1443 -0.2 0.2 0.0
H -2.9322 7.2380 -5.3874 0.3 -0.5 -0.7
H -4.4315 6.3413 -5.6567 -0.3 0.1 0.2
H -3.8474 4.1928 -6.1916 0.0 0.0 0.0
H -2.2854 4.9678 -6.5118 0.0 -0.1 -0.4
H -2.3622 3.3828 -5.7442 0.1 0.2 0.6
H -1.4402 5.9450 -3.0632 -0.3 0.4 -0.2
H -0.9249 4.7113 -4.1028 0.0 -0.5 0.2
H -0.9054 6.2304 -4.7294 -0.7 0.5 -0.3
H -6.2484 4.7215 -1.1275 0.5 0.4 0.3
H -5.3847 3.3109 -1.6743 0.2 0.1 0.0
H -6.4389 4.2271 -2.7253 0.4 0.0 -0.5
H -2.6926 3.1268 -2.7463 0.4 -0.3 0.4
C 0.6020 1.7771 6.0667 -0.7 -0.8 0.2
O 0.0418 3.0225 6.3584 -0.1 1.2 0.1
H 1.4194 1.6041 6.7667 0.4 -0.4 -0.4
H -0.1809 1.0529 6.2918 0.1 -0.2 -0.1
H 0.8281 1.6954 5.0035 0.5 -0.2 0.1
H 0.7816 3.6308 6.2932 -0.3 0.4 0.0
C -5.1430 3.8650 4.6206 -1.8 0.7 -0.6
O -5.2821 2.4667 4.6737 1.1 -0.5 0.6
H -4.1878 4.2678 4.2838 0.0 -0.3 -0.1
H -5.9631 4.1128 3.9466 0.3 1.0 -0.5
H -5.4436 4.3792 5.5335 0.4 -0.4 0.5
H -4.5187 2.1299 4.1989 0.0 -0.5 0.0
C -4.4485 -5.9259 -0.0491 0.9 -1.0 0.7
C -3.4566 -6.3592 1.0998 0.4 1.1 -2.2
C -2.0468 -6.7476 0.5467 -2.5 0.1 -0.9
O -2.2470 -7.9598 -0.1527 0.7 -0.5 -0.6
C -1.1962 -8.2462 -1.0594 0.5 -0.9 0.5
N -3.2776 -5.1782 1.9015 0.5 0.4 1.2
H -5.4281 -5.7510 0.3958 0.0 0.1 -0.1
H -4.5040 -6.7085 -0.8058 -0.2 -0.1 0.0
H -4.0836 -5.0239 -0.5404 0.0 0.1 0.1
H -3.8996 -7.1996 1.6342 0.1 0.1 0.3
H -1.3380 -6.7055 1.3737 0.4 -0.7 -0.1
H -1.7790 -6.0300 -0.2288 0.3 0.6 0.3
H -0.3438 -8.5650 -0.4594 0.5 0.2 -0.1
H -0.8836 -7.4688 -1.7565 -0.3 0.6 0.3
H -1.4026 -9.1036 -1.7000 -0.7 -0.1 0.2
H -2.4243 -5.2965 2.4288 0.0 -0.4 1.1
H -2.9154 -4.4221 1.3383 -0.7 0.4 -0.8
C -0.2484 -7.0812 6.3248 -0.5 -1.7 1.2
C 0.0323 -5.6969 6.7963 1.0 1.7 0.5
C 1.3320 -5.6870 7.7106 -0.9 -0.2 -0.6
O 1.7557 -4.3819 8.1152 -1.6 -0.9 -1.0
C 2.6260 -4.3759 9.1873 0.6 -0.1 0.1
N 0.2600 -5.0253 5.5576 0.6 0.4 -0.9
H 0.6735 -7.4675 5.8901 0.1 -0.1 -0.1
H -1.0205 -7.2266 5.5694 -0.1 0.6 0.1
H -0.4976 -7.7420 7.1551 0.0 -0.2 0.1
H -0.7191 -5.0575 7.2596 -0.5 -0.9 0.7
H 2.1490 -6.1398 7.1489 0.2 -0.1 -0.4
H 1.1331 -6.4005 8.5103 0.0 0.4 0.8
H 3.4423 -5.0856 9.0531 0.3 -0.2 -0.2
H 2.1321 -4.6648 10.1150 -0.1 0.3 0.3
H 3.0567 -3.3746 9.1839 -0.1 0.0 0.6
H 0.5432 -4.0651 5.6911 0.3 0.1 -0.1
H 1.0313 -5.5968 5.2435 0.5 0.8 -1.3
C 6.3843 1.5949 0.0752 0.7 -0.2 -1.3
C 7.5826 0.7882 0.6218 -2.8 1.4 2.0
C 8.8949 1.2733 0.2079 1.5 1.2 -2.0
O 8.9950 1.1476 -1.2147 -0.5 -0.7 0.1
C 10.2116 1.5394 -1.7729 -0.2 -0.7 -0.4
N 7.4968 0.9921 2.1054 0.5 -1.6 0.3
H 6.3876 2.6086 0.4757 0.2 0.1 0.0
H 5.4005 1.1789 0.2921 0.2 -0.3 0.1
H 6.5120 1.6683 -1.0048 -0.4 0.1 -0.2
H 7.4856 -0.2625 0.3486 0.0 -0.1 0.3
H 9.7029 0.7470 0.7161 0.1 -0.2 0.1
H 9.0418 2.3463 0.3317 -0.2 0.3 1.0
H 10.3908 2.6113 -1.6891 0.2 0.1 0.2
H 10.1380 1.2590 -2.8237 0.1 0.3 -0.1
H 11.0243 0.9296 -1.3782 0.4 0.3 0.3
H 6.8437 0.3083 2.4602 0.1 -0.3 0.2
H 7.0790 1.8628 2.4011 0.1 0.4 -0.6
C -0.2931 -1.3069 -5.8528 -0.1 0.2 -1.1
C 1.1724 -1.2239 -5.5222 1.2 1.5 0.6
C 1.7437 0.2206 -5.2169 -0.4 -0.1 0.3
O 3.1900 0.3328 -4.9577 -3.2 -0.2 1.5
C 3.9883 0.2891 -6.0581 1.2 -0.3 -0.4
N 1.4074 -2.0900 -4.3955 1.1 -0.3 0.3
H -0.6827 -0.4313 -6.3721 0.0 0.2 0.1
H -0.9118 -1.5084 -4.9784 0.1 0.1 0.0
H -0.3688 -2.1263 -6.5677 -0.5 -0.2 0.2
H 1.8217 -1.5642 -6.3289 -0.3 -0.4 -0.4
H 1.2254 0.5739 -4.3254 0.4 0.0 0.4
H 1.4294 0.9313 -5.9811 0.4 0.0 -0.5
H 3.6429 0.9805 -6.8268 0.0 -0.2 -0.5
H 4.1415 -0.7436 -6.3713 -0.2 -0.1 -0.8
H 4.9788 0.5979 -5.7237 0.1 0.3 -0.1
H 2.2725 -1.7165 -4.0321 0.5 -0.6 0.5
H 0.7485 -1.9415 -3.6446 -0.4 0.2 0.0
```
Positions in Å, forces in eV/Å.

Properties
E_HOMO in eV: -5.7
Energy relative to the best compared isomer or geometry (same formula, charge and spin) in kcal per mole: 80.5
Orbital gap in eV: 7.99
Calculated total energy in Eh: -2632.46117
Charge: -1

Record 2
The following is a quantum chemistry calculation of a 12-piece molecular cluster, C12H48N24O12 overall at a distorted geometry, from the Open Molecules 2025 dataset.

Structure (XYZ):
```
96
Properties=species:S:1:pos:R:3:forces:R:3
N 5.1914 1.7905 -5.8654 0.4 -1.0 -3.1
C 4.8139 2.0350 -4.6306 4.1 -1.6 0.7
N 3.8218 2.8282 -4.5479 -4.3 3.0 1.2
O 5.5034 1.6371 -3.7118 0.0 -0.5 1.5
H 6.0534 1.2747 -5.9704 -0.4 0.2 -0.4
H 4.7133 2.2895 -6.6019 0.7 -0.5 -0.3
H 3.6757 3.2321 -3.6338 -0.5 0.1 -0.4
H 3.2941 3.0751 -5.3729 -0.1 0.3 0.7
N 6.2311 -6.0903 -5.0512 4.0 -1.7 -3.2
C 5.1936 -6.2154 -4.3044 -3.0 -2.1 1.2
N 5.1436 -5.1499 -3.5554 -2.2 3.9 3.6
O 4.4121 -7.1600 -4.2681 0.1 0.4 -0.4
H 6.5701 -7.0174 -5.2651 0.9 0.3 -0.6
H 6.8427 -5.3492 -4.7402 0.5 -0.6 -0.8
H 5.9654 -4.6169 -3.3093 -0.6 0.0 -0.2
H 4.2359 -4.7470 -3.3712 0.2 -0.1 0.5
N -1.0879 1.4774 7.2852 -1.6 4.7 -1.0
C -0.8929 0.3870 7.9568 -0.9 -0.2 2.7
N -0.3762 -0.5389 7.2330 2.0 -4.6 -1.3
O -1.1825 0.2084 9.1406 -0.2 0.3 -0.2
H -1.8135 2.0385 7.7081 0.3 0.5 -0.3
H -0.9484 1.5723 6.2893 -0.1 -0.2 0.3
H -0.3538 -1.3832 7.7868 0.6 -0.4 -0.8
H -0.1237 -0.4858 6.2565 -0.1 -0.1 0.4
N -5.7726 4.9121 3.8354 3.4 0.9 -5.1
C -6.5923 4.7757 4.7745 -3.3 3.9 3.4
N -6.4387 3.6792 5.4135 -1.0 -5.4 4.1
O -7.3205 5.6826 5.1998 -0.4 -0.2 -0.4
H -5.9103 5.7596 3.3036 0.6 -0.5 -0.5
H -5.3738 4.0234 3.5685 0.5 0.9 -1.1
H -7.1112 3.5521 6.1563 0.2 -0.1 0.0
H -6.0070 2.8149 5.1190 0.0 0.5 -0.3
N 2.9668 -5.0441 4.6056 -0.4 -0.2 0.6
C 3.1049 -4.4560 3.3940 1.2 1.0 0.2
N 3.1252 -5.3111 2.3677 -0.5 -1.4 -2.0
O 3.3417 -3.2771 3.1833 -0.5 0.4 0.7
H 2.8166 -6.0429 4.6115 0.2 0.4 0.5
H 3.1696 -4.5256 5.4483 -0.1 -0.2 -0.3
H 3.0505 -4.8734 1.4605 0.1 -0.2 0.2
H 2.8499 -6.2817 2.4151 0.0 0.3 0.1
N 6.9429 4.3890 3.7953 -1.1 1.7 2.5
C 7.5323 3.5075 3.0079 1.4 -0.4 1.3
N 7.1817 3.6992 1.7927 -2.0 0.5 -6.5
O 8.3608 2.6785 3.2499 1.4 -1.8 1.9
H 7.1496 4.4545 4.7817 0.0 0.1 -0.4
H 6.4663 5.1288 3.2997 0.0 0.0 0.9
H 6.4605 4.3460 1.5071 0.1 -0.3 0.1
H 7.4234 3.0003 1.1048 0.1 0.2 0.2
N -8.6624 -0.0456 0.0742 -3.5 3.9 -3.0
C -7.9061 -0.8429 0.7227 2.6 3.0 3.7
N -7.9404 -2.0139 0.2463 0.9 -6.5 -1.9
O -7.1932 -0.5067 1.6557 0.4 0.1 1.1
H -8.9816 -0.3986 -0.8166 -0.5 0.8 0.3
H -8.8485 0.9079 0.3506 0.3 -0.4 -0.1
H -8.2555 -2.1245 -0.7069 0.2 -0.6 0.3
H -7.1593 -2.5597 0.5810 -0.2 -0.4 -0.4
N 1.3142 8.5077 -0.6605 -8.5 2.8 1.7
C 2.4187 7.9224 -0.7656 1.8 -9.3 2.0
N 3.2721 8.7892 -0.9404 9.1 5.9 -2.6
O 2.7366 6.7118 -0.5852 -1.3 1.4 -0.7
H 0.7211 8.2497 0.1152 -0.3 -0.5 -0.4
H 1.4843 9.5027 -0.6268 -1.2 -0.1 -0.1
H 3.0669 9.7780 -0.9231 0.5 -0.4 -0.3
H 4.1772 8.5071 -1.2885 0.0 0.2 0.3
N 0.0621 -1.5477 -5.2727 1.7 3.9 -0.9
C -0.3043 -2.6784 -4.7887 0.8 -4.6 4.4
N -1.1097 -3.3728 -5.5723 -1.8 -1.2 -1.7
O 0.1006 -3.1746 -3.6873 -0.8 1.6 -1.9
H 0.8101 -1.0943 -4.7677 -0.2 0.2 -0.4
H -0.1980 -1.2766 -6.2102 0.3 0.2 0.4
H -1.2709 -3.0529 -6.5167 -0.3 -0.4 0.3
H -1.5559 -4.2181 -5.2460 0.3 0.2 -0.1
N 0.3656 0.4350 0.8348 3.7 -0.2 -1.4
C -0.7819 0.4835 1.4888 0.2 1.2 -0.6
N -1.3483 -0.6949 1.4846 -1.0 -2.5 0.3
O -1.2391 1.4923 1.9066 -1.8 3.1 1.3
H 0.8214 -0.4658 0.8055 0.3 0.3 -0.4
H 1.0051 1.2166 0.8193 -0.4 0.0 0.3
H -2.3035 -0.7847 1.8003 0.6 -0.5 0.3
H -0.5778 -1.3477 1.4688 -1.6 -1.4 0.1
N -3.0382 -7.1112 -0.9100 1.7 4.2 2.3
C -3.6466 -7.9650 -1.6589 0.7 -0.2 -4.6
N -3.8018 -9.0641 -0.9798 -1.6 -3.6 0.7
O -3.8049 -7.8429 -2.8857 -0.6 0.0 1.2
H -2.7098 -6.2504 -1.3238 0.1 -0.2 0.4
H -2.6938 -7.4797 -0.0349 0.3 1.0 -0.3
H -3.9571 -9.8723 -1.5654 -0.2 -0.3 0.9
H -3.6662 -9.0269 0.0203 -0.3 -0.9 -0.5
N -2.2025 3.4616 -3.4695 -1.6 -0.5 -0.4
C -3.4104 2.9157 -3.9569 6.1 4.7 -4.3
N -3.9733 2.0757 -3.2496 -4.4 -5.0 4.1
O -3.7152 3.1019 -5.1326 -0.4 0.5 -0.2
H -1.8145 4.1075 -4.1421 0.2 0.2 0.8
H -2.0377 3.4125 -2.4742 0.5 0.6 -0.4
H -4.7186 1.6711 -3.7982 -0.3 -0.5 0.8
H -3.8278 1.8797 -2.2695 0.0 0.0 -0.4
```
Positions in Å, forces in eV/Å.

Properties
E_HOMO in eV: -9.5
Energy relative to the best compared isomer or geometry (same formula, charge and spin) in kcal per mole: 297.0
Orbital gap in eV: 9.34
Calculated total energy in Eh: -2703.18775
Structure (SMILES): NC(N)=O.NC(N)=O.NC(N)=O.NC(N)=O.NC(N)=O.NC(N)=O.NC(N)=O.NC(N)=O.NC(N)=O.NC(N)=O.NC(N)=O.NC(N)=O

Record 3
The following is a quantum chemistry calculation of C9H11CrS3Se2SiTe2 as an isolated structure at a distorted geometry, from the Open Molecules 2025 dataset.

Structure (XYZ):
```
29
Properties=species:S:1:pos:R:3:forces:R:3
Cr 2.2730 0.6522 0.1931 1.1 0.4 0.9
S 4.0340 -0.9496 3.9745 0.0 -0.2 0.4
C 3.3868 -0.3135 2.6117 0.4 0.5 -0.7
S 4.3492 0.4334 1.3354 -0.6 -0.2 0.4
S 1.6648 -0.2724 2.2859 0.1 0.2 -0.3
Se 2.3269 2.8348 -0.9324 -0.4 0.2 0.4
Te 5.6626 5.1227 -2.0643 0.1 0.5 0.0
Te 4.7050 2.6887 -1.7601 0.1 -0.7 -0.1
Se 1.8864 -0.5901 -1.6240 -0.5 -0.1 0.0
C -0.9293 1.8351 1.1115 0.4 0.3 0.4
Si -0.2093 0.7627 -0.2465 -0.5 -0.9 -1.6
C -0.7990 1.5449 -1.8566 -0.2 0.2 0.1
C -1.1657 -0.8793 -0.1308 -0.1 0.0 0.2
C -1.8600 -1.2429 1.0254 0.0 -0.2 -0.1
C -2.5961 -2.4279 1.0970 0.1 0.2 0.0
C -2.6597 -3.2710 -0.0007 0.1 0.1 -0.1
C -1.9801 -2.9248 -1.1693 0.0 0.1 0.2
C -1.2411 -1.7480 -1.2260 -0.3 -0.2 0.2
H -2.0094 1.9209 0.9384 0.1 -0.1 0.0
H -0.4764 2.8291 1.0641 -0.1 0.0 0.0
H -0.7444 1.4455 2.1127 0.0 0.0 0.0
H -1.8854 1.4167 -1.9580 0.1 0.0 0.0
H -0.2970 1.0946 -2.7100 0.0 0.0 0.0
H -0.5642 2.6113 -1.8722 0.0 0.0 0.0
H -1.8162 -0.5994 1.8969 0.0 0.0 0.0
H -3.1101 -2.6901 2.0154 0.0 0.0 0.0
H -3.2266 -4.1947 0.0508 0.0 0.0 0.0
H -2.0148 -3.5803 -2.0328 0.0 0.0 0.0
H -0.7037 -1.5085 -2.1292 0.1 0.0 -0.1
```
Positions in Å, forces in eV/Å.

Properties
E_HOMO (spin up / spin down) in eV: -0.4 / -0.7
Spin multiplicity: 4
Orbital gap (spin up / spin down) in eV: 3.96 / 4.16
Calculated total energy in Eh: -8217.10493
Charge: -2